No. 1
12
Properties=species:S:1:pos:R:3 method="wB97M-V/def2-TZVPD" energy_ha=-269.2287 gap_ev=8.6 de_lowest_kcal_mol=73.74
C -1.5568 0.3487 -0.2992
C -0.5791 -0.7862 0.0155
C 0.8431 -0.2821 0.0601
C 1.9970 -0.6588 -0.5798
C 1.3624 0.7564 0.7533
O 1.8734 1.6355 1.3198
H -1.4395 1.1646 0.4242
H -1.3752 0.7589 -1.2981
H -2.5959 0.0094 -0.2513
H -0.6460 -1.5909 -0.7259
H -0.8280 -1.2257 0.9897
H 2.9447 -0.1298 -0.4083

No. 2
44
Properties=species:S:1:pos:R:3 method="wB97M-V/def2-TZVPD" energy_ha=-1223.4979 gap_ev=7.9 total_charge=+1
N -0.9203 -2.1203 -0.2678
C -1.2727 -2.1498 1.1520
C -1.2981 -0.8280 1.9570
N -0.4740 -0.9245 2.9643
C 0.2368 -2.2293 2.9650
P 1.9975 -1.9454 2.3993
O 2.8090 -3.1726 2.7117
O 2.6811 -0.6191 3.1691
O 2.1452 -1.6337 0.7795
C -0.6104 -3.2279 2.0945
H 0.0746 -2.2893 -0.4176
H -1.3790 -2.9367 -0.6682
H -2.3599 -2.4134 1.1145
H -1.9073 0.0784 1.7734
H -0.2848 -0.2087 3.6612
H 0.3742 -2.5424 4.0235
H 2.4754 -0.6671 4.1117
H 1.6013 -0.8798 0.4931
H -0.0260 -3.9690 1.5224
H -1.3494 -3.6542 2.8027
C 4.1699 1.3029 -1.7770
C 2.7547 1.8429 -1.6433
C 2.6460 3.2549 -2.1960
O 2.3665 1.8357 -0.2650
H 4.8753 1.9207 -1.2143
H 4.2359 0.2923 -1.3683
H 4.4863 1.2779 -2.8209
H 2.0603 1.1871 -2.1740
H 3.3010 3.9373 -1.6471
H 1.6278 3.6329 -2.0854
H 2.9173 3.2875 -3.2523
H 2.9706 2.4103 0.2157
C -4.5074 0.2937 -1.5058
C -3.4216 1.2232 -0.9884
C -2.7060 1.9294 -2.1280
O -2.4716 0.4702 -0.2195
H -4.0798 -0.4841 -2.1455
H -5.0063 -0.2135 -0.6772
H -5.2555 0.8421 -2.0791
H -3.8617 1.9632 -0.3175
H -2.2189 1.2056 -2.7881
H -1.9236 2.5855 -1.7420
H -3.4009 2.5264 -2.7198
H -2.0718 -0.1915 -0.8023

No. 3
39
Properties=species:S:1:pos:R:3 method="wB97M-V/def2-TZVPD" energy_ha=-2479.7808 gap_ev="4.3 / 7.7" multiplicity=6 de_lowest_kcal_mol=0.00 total_charge=+2
Ru 0.3323 0.5013 0.4309
C -1.1160 -0.8086 -1.9877
C -0.7878 0.6801 -2.1051
S 0.9357 1.3480 -1.7336
C 0.7930 3.1876 -1.3855
C 0.2709 3.7407 -0.1049
S 0.2885 2.5901 1.3314
C -1.3646 2.9300 2.0088
C -2.2690 1.7932 1.9516
S -1.0447 0.2747 2.0931
C -2.1394 -1.2307 1.9707
C -1.9831 -2.0118 0.6970
S -0.5195 -1.4768 -0.3386
H -0.4194 -1.3110 -2.7522
H -2.1848 -1.0160 -2.2217
H -1.4312 1.4038 -1.6119
H -0.8729 0.8392 -3.1671
H 0.2947 3.5385 -2.3042
H 1.7892 3.4903 -1.5126
H -0.7597 4.1835 -0.2302
H 0.9991 4.4767 0.3122
H -1.8115 3.7801 1.4732
H -1.1643 3.1227 3.0578
H -2.7465 1.5980 0.9784
H -2.9073 1.8040 2.8487
H -3.1743 -0.8762 2.2058
H -1.7068 -1.7690 2.8140
H -2.9018 -2.0012 0.0127
H -1.7664 -3.0794 0.8509
H 2.0738 -2.0234 -1.3070
C 1.8201 -3.4994 0.6012
S 2.8490 -2.1301 -0.1134
C 4.2760 -2.6810 -1.1170
H 0.9102 -3.3662 -0.0110
H 1.6018 -3.2160 1.6735
H 2.2695 -4.4662 0.5249
H 4.3279 -3.7409 -1.1291
H 5.0633 -2.2725 -0.4891
H 4.1762 -2.3062 -2.2147

No. 4
75
Properties=species:S:1:pos:R:3 method="wB97M-V/def2-TZVPD" energy_ha=-4026.6748 gap_ev="8.4 / 8.9" multiplicity=5
Cr -12.7205 -12.5890 10.1797
Cl -11.5121 -14.0442 8.6039
Cl -14.3150 -11.3929 11.8819
C -17.3523 -13.3804 11.8788
O -18.3269 -12.7720 12.6707
C -17.9637 -11.8643 13.6083
O -16.8420 -11.6554 14.0640
O -19.0681 -11.3357 14.0816
C -19.0658 -10.3589 15.1076
H -16.7478 -12.7431 11.2333
H -17.7748 -14.0372 11.1184
H -16.6201 -13.9303 12.4700
H -18.4924 -9.4886 14.7884
H -18.6957 -10.7720 16.0460
H -20.0681 -9.9461 15.2220
C -13.5692 -17.0426 9.5074
O -13.9936 -16.8771 10.8842
C -13.8592 -15.6825 11.4597
O -13.5659 -14.5953 10.9315
O -14.3282 -15.8834 12.7480
C -14.0651 -14.9296 13.7649
H -12.4928 -16.9030 9.4082
H -14.1208 -16.3978 8.8233
H -13.8212 -18.0692 9.2414
H -14.8113 -14.1452 13.8909
H -13.1216 -14.3934 13.6623
H -14.0837 -15.4407 14.7274
C -15.0082 -12.6698 6.0457
O -14.9903 -11.3315 6.5523
C -14.5298 -11.0635 7.9219
O -14.0754 -11.8731 8.7186
O -14.7105 -9.7269 8.2473
C -14.8434 -8.7866 7.1687
H -14.0288 -12.8221 5.5923
H -15.6794 -12.8172 5.1996
H -15.0925 -13.5290 6.7111
H -15.5903 -8.9172 6.3856
H -13.8700 -8.8158 6.6791
H -15.0541 -7.7942 7.5673
C -10.2005 -15.4720 12.1806
O -9.8648 -14.2850 12.8942
C -10.5338 -13.1538 12.6456
O -11.4866 -13.0346 11.9285
O -10.0233 -12.2124 13.3866
C -10.7217 -10.9796 13.5405
H -11.1948 -15.8595 12.4029
H -9.4650 -16.2478 12.3934
H -10.3248 -15.3292 11.1071
H -11.0674 -10.5742 12.5896
H -10.0379 -10.3013 14.0507
H -11.5851 -11.2067 14.1658
C -8.6558 -11.9476 9.2935
O -9.0730 -10.5464 9.5094
C -10.3270 -10.2699 9.6100
O -11.2120 -11.0973 9.6872
O -10.4502 -8.9656 9.4973
C -11.7077 -8.3345 9.4384
H -7.6495 -12.1738 9.6459
H -8.7009 -12.0100 8.2062
H -9.2574 -12.6649 9.8519
H -12.3717 -8.4508 10.2949
H -12.2318 -8.8350 8.6242
H -11.6097 -7.2840 9.1644
C -7.9153 -9.8117 4.5088
O -9.1616 -10.2563 5.0520
C -10.3466 -9.6967 4.6539
O -10.4565 -8.7519 3.7990
O -11.4578 -10.2999 5.2469
C -11.3289 -11.5622 5.9481
H -7.0453 -10.3938 4.8127
H -7.7656 -8.7460 4.6820
H -7.9445 -9.8833 3.4215
H -11.7981 -12.3604 5.3729
H -11.9024 -11.6358 6.8721
H -10.3127 -11.8826 6.1779

No. 5
55
Properties=species:S:1:pos:R:3 method="wB97M-V/def2-TZVPD" energy_ha=-3105.5156 gap_ev="7.6 / 6.3" multiplicity=6 de_lowest_kcal_mol=0.00 total_charge=+1
Fe 0.0458 -0.3791 -0.0854
O 0.8438 -2.9622 3.0988
C 0.8394 -2.1587 2.1859
N -0.1815 -1.3500 1.7692
C -1.3524 -1.1930 2.4162
C -1.7574 -1.8516 3.6040
C -2.9821 -1.5767 4.1433
C -3.8553 -0.6366 3.5429
C -3.5059 0.0342 2.4052
C -2.2491 -0.2182 1.8024
N -1.7568 0.3660 0.6913
C -2.3941 1.3529 -0.0145
O -3.5177 1.7862 0.1377
C -1.5163 1.9166 -1.1120
C -1.9788 2.9636 -1.8886
C -1.1555 3.4708 -2.8797
C 0.1000 2.9121 -3.0628
C 0.4844 1.8650 -2.2467
N -0.3029 1.3747 -1.2864
C 2.0789 -1.9814 1.3342
C 3.2222 -2.7019 1.6241
C 4.3383 -2.5304 0.8224
C 4.2743 -1.6442 -0.2418
C 3.0923 -0.9633 -0.4653
N 2.0158 -1.1206 0.3071
H -1.0885 -2.5583 4.0661
H -3.2906 -2.0796 5.0503
H -4.8163 -0.4424 4.0006
H -4.1674 0.7556 1.9558
H -2.9676 3.3537 -1.6959
H -1.4872 4.2906 -3.5023
H 0.7739 3.2768 -3.8245
H 1.4545 1.3985 -2.3641
H 3.2085 -3.3798 2.4648
H 5.2471 -3.0815 1.0235
H 5.1216 -1.4811 -0.8921
H 2.9996 -0.2691 -1.2910
N -2.6788 -2.7745 -0.2491
C -1.4175 -3.0326 -0.6067
S -0.6790 -2.0040 -1.7676
N -0.8433 -4.0888 -0.0252
C 0.4692 -4.6410 -0.1504
C 0.9512 -5.3179 0.9650
C 2.1926 -5.9282 0.9201
C 2.9619 -5.8556 -0.2324
C 2.4697 -5.1869 -1.3428
C 1.2178 -4.5871 -1.3183
H -3.1376 -1.9819 -0.6647
H -3.1864 -3.3321 0.4194
H -1.3916 -4.5453 0.6912
H 0.3624 -5.3519 1.8738
H 2.5568 -6.4580 1.7902
H 3.9316 -6.3338 -0.2711
H 3.0515 -5.1484 -2.2543
H 0.8320 -4.1017 -2.1996

No. 6
94
Properties=species:S:1:pos:R:3 method="wB97M-V/def2-TZVPD" energy_ha=-6700.3994 gap_ev=6.4 de_lowest_kcal_mol=0.00 total_charge=-1
Ca -0.0275 0.5451 1.1140
O -3.4031 -2.0699 1.5514
C -2.6887 -1.1827 1.0652
N -1.4795 -1.2272 0.5206
C -0.8385 -2.4698 0.3415
C -1.5504 -3.6392 0.0754
C -0.9014 -4.8466 -0.1377
C 0.4796 -4.9061 -0.0667
C 1.2130 -3.7548 0.1825
C 0.5827 -2.5192 0.3579
N 1.2780 -1.3026 0.4458
C 2.5779 -1.2524 0.7110
O 3.3826 -2.1298 1.0530
C 3.1590 0.1540 0.5173
C 4.5411 0.2996 0.4806
C 5.0747 1.5515 0.2456
C 4.2182 2.6300 0.0816
C 2.8535 2.4011 0.1691
N 2.3348 1.1937 0.3659
C -3.2927 0.2252 1.0611
C -4.6677 0.3565 1.2179
C -5.2290 1.6183 1.1705
C -4.4003 2.7176 1.0094
C -3.0359 2.4979 0.9022
N -2.4937 1.2850 0.9047
H -2.6278 -3.5851 0.0598
H -1.4827 -5.7392 -0.3363
H 0.9977 -5.8484 -0.2038
H 2.2893 -3.7842 0.2382
H 5.1438 -0.5846 0.6302
H 6.1480 1.6902 0.1964
H 4.5855 3.6319 -0.0928
H 2.1416 3.2141 0.0891
H -5.2448 -0.5430 1.3759
H -6.2997 1.7477 1.2721
H -4.7866 3.7265 0.9821
H -2.3405 3.3271 0.8432
F 0.2704 4.5091 -6.4859
C 0.2112 3.5498 -5.5663
C 0.3307 2.2222 -5.9422
F 0.5017 1.9099 -7.2235
C 0.2659 1.2373 -4.9684
F 0.3780 -0.0212 -5.3870
C 0.0859 1.5317 -3.6227
P 0.0045 0.2088 -2.3290
C -1.4122 -0.7644 -2.9285
C -2.6350 -0.3844 -2.3783
C -3.8036 -1.0356 -2.7388
C -3.7553 -2.0859 -3.6430
C -2.5436 -2.4703 -4.1972
C -1.3771 -1.8076 -3.8496
C 1.5266 -0.7031 -2.7253
C 2.6866 0.0426 -2.9337
C 3.9132 -0.5843 -3.0644
C 3.9993 -1.9661 -2.9701
C 2.8537 -2.7092 -2.7383
C 1.6223 -2.0840 -2.6157
C -0.0299 2.8758 -3.2746
Br -0.2566 3.4297 -1.4832
C 0.0309 3.8750 -4.2315
F -0.0739 5.1650 -3.9118
H -2.6654 0.4059 -1.6407
H -4.7418 -0.7372 -2.2900
H -4.6635 -2.6104 -3.9119
H -2.5025 -3.2918 -4.9005
H -0.4378 -2.1095 -4.2899
H 2.6440 1.1265 -2.9714
H 4.8041 0.0120 -3.2154
H 4.9597 -2.4580 -3.0489
H 2.9116 -3.7828 -2.6188
H 0.7539 -2.6816 -2.3783
S -0.0125 0.8148 6.0602
C -0.0438 -0.8843 5.7353
C -0.0787 -1.9589 6.6192
C -0.1057 -3.2332 6.0904
C -0.1006 -3.4397 4.7046
C -0.0658 -2.3768 3.8276
C -0.0349 -1.0860 4.3548
N -0.0003 0.0741 3.5943
C 0.0106 1.1349 4.3444
C 0.0437 2.5330 3.8371
C 0.0313 3.5602 4.7861
C 0.0579 4.8805 4.3773
C 0.1024 5.1524 3.0165
C 0.1179 4.1060 2.1025
C 0.0852 2.7435 2.4432
H -0.0862 -1.8035 7.6900
H -0.1337 -4.0855 6.7564
H -0.1270 -4.4452 4.3073
H -0.0671 -2.5374 2.7585
H 0.0005 3.3491 5.8487
H 0.0463 5.6805 5.1068
H 0.1274 6.1792 2.6682
H 0.1665 4.4006 1.0519

No. 7
5
Properties=species:S:1:pos:R:3 method="wB97M-V/def2-TZVPD" energy_ha=-752.5766 gap_ev=10.1 de_lowest_kcal_mol=59.11
C 0.2117 -0.2378 0.3813
N -0.5836 0.2803 -0.3483
F 1.7169 -0.0671 -0.7279
F -2.0043 0.5527 -0.1096
Cl 0.9406 -1.0160 1.5584

No. 8
27
Properties=species:S:1:pos:R:3 method="wB97M-V/def2-TZVPD" energy_ha=-785.6292 gap_ev="6.3 / 7.0" de_lowest_kcal_mol=65.75
C -2.0338 0.5930 0.4347
C -1.0461 -0.4762 0.5192
C -2.0021 1.8192 -0.2041
C -1.4942 -1.7635 1.1213
C -3.1459 2.7064 -0.1168
C -0.9155 2.0336 -1.2939
C 2.3609 -2.3207 -0.4396
C 3.9418 -0.6855 0.3152
N 2.5958 -0.9983 0.1099
O 0.2463 -0.4625 0.5139
P 1.5452 0.3645 0.0575
H -2.7874 0.3270 1.1107
H -0.9247 -1.9917 2.0048
H -1.2741 -2.5964 0.3585
H -2.5683 -1.8514 1.2461
H -3.6149 3.2473 -0.9892
H -2.7873 3.5714 0.4576
H -3.9553 2.2909 0.4599
H -0.9589 0.9807 -1.7864
H 0.0555 2.2692 -0.9305
H -1.1975 2.7899 -2.0952
H 1.2875 -2.5564 -0.6864
H 2.8251 -2.4264 -1.4718
H 2.8990 -3.1403 0.1163
H 4.0019 -0.2531 1.3255
H 4.5258 -1.5728 0.2473
H 4.4212 0.1024 -0.3845

No. 9
14
Properties=species:S:1:pos:R:3 method="wB97M-V/def2-TZVPD" energy_ha=-408.1670 gap_ev="7.6 / 7.6" de_lowest_kcal_mol=80.92
C -0.8872 -2.0239 -0.3745
C 0.9590 -1.2037 0.9485
N 0.3346 -1.9710 0.1684
N -1.7159 -0.9513 -0.1796
N -1.2331 0.0461 0.3785
N -2.0616 1.0752 0.3861
N 1.9296 0.4396 -0.3069
N 1.7127 -0.2008 0.9447
H -1.2695 -2.9570 -0.8818
H -3.0841 0.8903 0.0814
H -1.8807 1.8412 1.0583
H 2.3492 -0.3033 -0.8238
H 1.0519 0.5430 -0.7555
H 2.4580 0.0299 1.6202

No. 10
37
Properties=species:S:1:pos:R:3 method="wB97M-V/def2-TZVPD" energy_ha=-3649.4163 gap_ev="6.0 / 6.1" multiplicity=3 de_lowest_kcal_mol=14.95 total_charge=+2
Mo 1.0505 -0.4716 0.0329
C -3.6785 -2.9479 1.4807
C -2.4031 -2.7983 2.0245
C -1.4098 -2.2105 1.2730
C -1.6873 -1.7766 -0.0345
C -2.9531 -1.9682 -0.5949
C -3.9409 -2.5533 0.1719
N -0.6438 -1.1303 -0.6952
N -0.7674 -0.7486 -1.9125
C 0.3510 -0.2421 -2.5479
C 0.2087 0.1605 -3.8793
C 1.3072 0.6411 -4.5739
C 2.5507 0.7361 -3.9568
C 2.7037 0.3573 -2.6211
C 1.6320 -0.1345 -1.9008
H -4.4683 -3.3749 2.0832
H -2.1970 -3.1540 3.0239
H -0.3935 -2.1185 1.6700
H -3.1418 -1.6476 -1.6093
H -4.9251 -2.7057 -0.2469
H -0.7640 0.0625 -4.3445
H 1.1979 0.9446 -5.6058
H 3.3995 1.1235 -4.5030
H 3.6705 0.4680 -2.1428
Br -1.0966 2.2294 -0.3608
C 0.0550 2.2962 1.1321
C 0.1086 3.4034 1.9595
C 0.9768 3.3860 3.0411
C 1.7685 2.2576 3.2549
C 1.6672 1.2056 2.3785
N 0.8118 1.2034 1.3160
C 2.5111 -0.0545 2.4612
O 3.2893 -0.3053 3.3115
O 2.2222 -0.8160 1.3857
H -0.5184 4.2560 1.7436
H 1.0442 4.2380 3.7038
H 2.4620 2.1892 4.0820

No. 11
92
Properties=species:S:1:pos:R:3 method="wB97M-V/def2-TZVPD" energy_ha=-6699.0520 gap_ev=9.9 de_lowest_kcal_mol=37.39
C -15.3132 -12.2786 6.4856
C -14.7973 -13.5768 6.4371
C -13.5655 -13.8343 5.8932
C -12.8046 -12.8076 5.4056
C -13.2701 -11.4675 5.3923
C -14.5608 -11.2265 5.9344
H -16.3289 -12.0539 6.7757
H -15.4281 -14.3935 6.7556
H -13.1963 -14.8354 5.7262
H -11.8499 -12.9530 4.9220
H -12.6484 -10.6537 5.0493
H -14.9442 -10.2174 5.9678
Br -17.5321 -5.8622 11.9907
C -16.6799 -5.7510 10.2882
C -16.8803 -4.3353 9.6831
Br -16.0572 -4.3556 7.9340
H -17.0356 -6.5750 9.6697
H -15.6192 -5.9718 10.4081
H -16.4756 -3.4864 10.2342
H -17.9476 -4.1815 9.5242
C -11.7327 -10.3848 8.7367
C -10.4089 -10.6056 9.6215
O -9.4282 -11.3200 8.8984
H -11.5275 -9.5314 8.0904
H -12.5500 -10.2665 9.4482
H -11.9955 -11.2055 8.0694
H -10.5476 -11.1095 10.5780
H -9.9185 -9.6416 9.7565
H -9.8594 -12.1677 8.7681
C -15.1019 -11.5526 13.4758
C -16.4091 -10.7964 13.1480
O -16.9275 -11.1798 11.8479
H -15.3933 -12.5765 13.7102
H -14.6093 -11.1545 14.3628
H -14.3920 -11.5732 12.6489
H -16.2711 -9.7152 13.1628
H -17.1117 -10.9990 13.9564
H -17.2118 -12.0937 11.9226
C -14.6057 -13.6438 9.9269
C -14.6309 -15.1318 9.8702
O -15.7076 -15.5455 10.6724
H -13.8706 -13.2965 9.2009
H -14.2516 -13.2639 10.8853
H -15.4810 -13.1030 9.5673
H -13.7057 -15.4993 10.3141
H -14.7200 -15.5625 8.8728
H -15.7948 -16.4962 10.5718
C -19.6526 -11.3665 9.7671
C -19.2940 -11.3062 8.2882
O -19.1038 -9.9528 7.9816
H -18.9174 -10.7518 10.2865
H -19.5198 -12.3802 10.1451
H -20.6807 -11.0641 9.9663
H -20.1440 -11.6444 7.6955
H -18.4014 -11.9050 8.1073
H -18.2607 -9.7262 8.3810
C -16.9159 -7.5552 5.9447
C -17.7300 -6.7697 4.8647
O -17.0013 -6.5861 3.6826
H -17.4524 -7.7806 6.8664
H -16.0724 -6.9277 6.2325
H -16.5542 -8.4690 5.4733
H -18.0728 -5.8009 5.2281
H -18.5635 -7.3519 4.4717
H -17.2847 -7.2265 3.0260
C -13.5732 -6.4919 11.9500
C -12.4582 -5.7808 12.6391
O -11.2466 -6.0242 11.9049
H -13.7428 -6.2396 10.9032
H -14.5195 -6.3428 12.4698
H -13.3712 -7.5628 11.9750
H -12.5762 -6.1783 13.6472
H -12.5988 -4.7005 12.6777
H -10.6180 -5.4155 12.3000
C -14.8477 -8.1967 8.4238
C -15.3606 -9.1877 9.4840
O -16.7188 -9.0781 9.8528
H -14.9746 -7.1305 8.6114
H -15.0906 -8.6318 7.4544
H -13.7781 -8.3216 8.5926
H -14.8117 -8.9650 10.3990
H -15.0366 -10.2110 9.2945
H -16.9064 -9.7854 10.4742
C -12.0033 -7.9882 4.0010
C -13.3660 -7.4555 4.5178
O -14.1159 -7.1136 3.3556
H -12.2468 -8.6987 3.2110
H -11.4125 -8.4427 4.7963
H -11.4809 -7.1729 3.5006
H -13.1621 -6.6038 5.1668
H -13.9160 -8.2371 5.0420
H -15.0592 -7.1341 3.5325